Below is C39H67N18O19 as an isolated structure, with properties calculated with wB97M-V/def2-TZVPD.

Last column: Mulliken charge in e.
Geometry (Å):
C (-6.6331, -6.9631, 19.0073)  -2.057
C (-5.9603, -8.2510, 18.3689)  1.641
N (-5.1609, -7.8728, 17.2244)  2.256
C (-3.7364, -7.6963, 17.3417)  -0.585
C (-3.3682, -7.4950, 16.0024)  -0.960
N (-4.4660, -7.4830, 15.1906)  2.598
C (-5.5250, -7.9766, 15.9409)  -1.555
C (-4.5532, -7.2751, 13.7790)  -2.350
H (-5.9350, -6.1520, 19.2144)  -1.102
H (-7.2871, -7.2280, 19.8380)  1.284
H (-7.3404, -6.4784, 18.3344)  0.890
H (-6.6968, -9.0012, 18.0811)  0.477
H (-5.2924, -8.6886, 19.1109)  -1.285
H (-3.2424, -7.8410, 18.2911)  0.046
H (-2.3651, -7.4074, 15.6118)  1.011
H (-6.4938, -8.2886, 15.5796)  0.034
H (-3.5891, -7.2378, 13.2717)  0.821
H (-5.0470, -6.3590, 13.4551)  -0.723
H (-5.0102, -8.1624, 13.3410)  0.958
C (-3.2434, -9.2093, 19.7116)  1.032
O (-3.6090, -10.2022, 19.0010)  0.316
O (-2.2466, -8.4738, 19.3258)  0.080
O (-3.9102, -8.9781, 20.7119)  -0.108
C (-5.3665, -3.8894, 18.9686)  -0.217
C (-6.0949, -3.1232, 19.9133)  -1.243
C (-7.4284, -2.8124, 19.5924)  0.365
C (-8.0521, -3.2872, 18.4539)  -0.783
C (-7.2233, -3.9228, 17.5027)  0.686
C (-5.9195, -4.1885, 17.6827)  1.173
O (-5.3145, -5.0008, 16.8152)  -0.195
O (-8.2326, -2.0816, 20.4054)  -0.627
H (-4.4212, -4.3404, 19.2317)  0.442
H (-5.6513, -2.8313, 20.8538)  0.503
H (-9.1074, -3.2163, 18.2353)  0.226
H (-7.6855, -4.3311, 16.6161)  -1.378
H (-5.9311, -5.0671, 16.0823)  -0.181
H (-8.9098, -1.7794, 19.7959)  0.346
C (-0.3494, -4.2614, 20.2498)  -1.010
C (-1.0210, -4.8837, 19.2059)  -0.573
C (-1.6812, -6.0948, 19.5663)  1.199
C (-1.6056, -6.5938, 20.8605)  -0.225
C (-0.9970, -5.8677, 21.8783)  -0.993
C (-0.3058, -4.7020, 21.5457)  0.335
O (0.4279, -3.9866, 22.4928)  -0.607
O (-2.4507, -6.7514, 18.6716)  -1.050
H (0.0504, -3.2936, 19.9852)  0.422
H (-1.0951, -4.4499, 18.2197)  0.603
H (-2.2591, -7.4063, 21.1420)  0.771
H (-1.1032, -6.1943, 22.9022)  0.421
H (-0.0508, -3.9010, 23.3205)  0.309
H (-2.3675, -7.6933, 18.8370)  1.512
C (1.6709, -8.4647, 15.3713)  -1.126
C (0.2810, -8.4748, 15.7149)  -0.761
C (-0.2127, -7.3993, 16.4755)  2.025
C (0.4847, -6.2682, 16.7314)  -1.099
C (1.8136, -6.1736, 16.1670)  -1.107
C (2.3733, -7.2707, 15.4324)  0.574
O (3.7051, -7.1450, 15.1841)  -0.576
O (-1.4685, -7.4284, 16.9183)  -0.305
H (2.0016, -9.2896, 14.7577)  0.310
H (-0.3122, -9.2561, 15.2633)  -0.221
H (0.0955, -5.5161, 17.4017)  0.472
H (2.3792, -5.2546, 16.2096)  0.399
H (4.0385, -7.9595, 14.8005)  0.284
H (-1.6722, -6.8484, 17.6557)  -0.064
C (-7.6925, -6.9410, 21.9816)  0.319
C (-6.4420, -6.7506, 21.4380)  -0.553
C (-5.3363, -7.5469, 21.7696)  -0.649
C (-5.4745, -8.5067, 22.8551)  -0.441
C (-6.7684, -8.6722, 23.3801)  -0.940
C (-7.8074, -7.8996, 23.0049)  -0.015
O (-9.0653, -8.3024, 23.4225)  -0.544
O (-4.1881, -7.2433, 21.0447)  -0.185
H (-8.6008, -6.4238, 21.7100)  0.897
H (-6.3097, -6.2086, 20.5132)  0.331
H (-4.5833, -9.0017, 23.2116)  0.570
H (-7.0038, -9.3492, 24.1879)  0.412
H (-9.2819, -7.9327, 24.2816)  0.377
H (-3.5946, -7.9293, 20.7302)  -0.728
C (-9.6532, -6.9568, 18.4011)  0.063
O (-8.9859, -6.0062, 18.2220)  -0.368
N (-10.6148, -7.0306, 19.2786)  -0.399
N (-9.4950, -7.9787, 17.6278)  -0.012
H (-11.2882, -7.7826, 19.2441)  0.208
H (-10.6007, -6.5403, 20.1615)  0.291
H (-8.8669, -7.8668, 16.8447)  0.419
H (-10.1772, -8.7209, 17.5672)  0.332
C (-8.0666, -6.6034, 15.4684)  -0.094
O (-7.9867, -7.6998, 16.0988)  -0.960
N (-8.4721, -5.5230, 16.1603)  0.147
N (-7.8471, -6.3689, 14.1949)  -0.249
H (-8.7479, -5.5763, 17.1305)  -0.165
H (-8.8560, -4.7587, 15.6232)  0.528
H (-7.7580, -5.3973, 13.9337)  0.499
H (-7.4206, -7.0892, 13.6299)  0.414
C (-6.3134, -4.0278, 14.3829)  0.533
O (-6.4762, -5.2043, 14.5591)  -0.564
N (-5.3754, -3.5015, 13.6607)  -0.438
N (-7.0469, -3.0898, 14.9070)  -0.197
H (-4.7257, -4.0348, 13.1006)  0.260
H (-5.1581, -2.5235, 13.7891)  0.171
H (-6.8577, -2.0979, 14.9304)  0.242
H (-8.0114, -3.2408, 15.1662)  0.295
C (-8.6591, -10.4304, 15.7490)  0.132
O (-8.7899, -10.7754, 14.5844)  -0.830
N (-9.6416, -10.1691, 16.5263)  -0.328
N (-7.5971, -10.1460, 16.4336)  0.208
H (-10.4583, -10.6997, 16.2589)  0.281
H (-9.3841, -10.2880, 17.4956)  0.256
H (-7.6633, -9.4646, 17.1761)  -0.817
H (-6.6680, -10.2883, 16.0638)  0.139
C (-1.4009, -10.2152, 17.0732)  0.638
O (-0.7217, -10.6581, 16.1236)  -0.902
N (-2.0777, -9.1414, 17.0916)  0.236
N (-1.6040, -10.7818, 18.2144)  -0.183
H (-1.7336, -8.3556, 16.5585)  0.748
H (-2.4683, -8.8559, 17.9782)  -0.543
H (-2.3797, -10.4758, 18.7843)  0.297
H (-1.3706, -11.7635, 18.1696)  0.369
C (-3.9750, -10.1303, 13.3658)  0.162
O (-4.9524, -10.4763, 12.7578)  -0.656
N (-3.5098, -10.8167, 14.3429)  -0.141
N (-3.1132, -9.2587, 12.9351)  -0.305
H (-2.7571, -10.5159, 14.9454)  0.473
H (-3.8501, -11.7512, 14.5187)  0.357
H (-3.4365, -8.5642, 12.2770)  0.379
H (-2.1300, -9.3806, 13.1313)  0.212
C (-6.5867, -10.4087, 20.1284)  -0.283
O (-7.7280, -10.7151, 20.3625)  -0.859
N (-6.2429, -9.2246, 20.4331)  -0.208
N (-5.4667, -11.1132, 19.9143)  -0.162
H (-6.8188, -8.6609, 21.0420)  -1.252
H (-5.2538, -9.0245, 20.3914)  0.452
H (-4.6036, -10.6093, 19.7691)  0.289
H (-5.5037, -12.0886, 20.1738)  0.363
C (-5.1414, -10.7864, 16.6196)  -0.679
O (-6.0374, -11.2732, 15.9806)  -0.641
N (-4.9978, -10.8437, 17.8815)  0.130
N (-4.1056, -10.2440, 16.1690)  0.727
H (-4.2276, -10.3868, 18.3485)  -0.200
H (-5.7102, -11.2881, 18.4429)  0.374
H (-3.4612, -9.7748, 16.7892)  -0.192
H (-3.9320, -10.1006, 15.1844)  -0.606

Output
net charge: -1
HOMO-LUMO gap: 5.94 eV
lowest unoccupied orbital energy: 1.273 eV
strongest force on any atom: 18.6 eV/Å
electronic energy: -3939.7291 Eh
ΔE to the lowest compared entry with this formula, charge and spin: 5649.7 kJ/mol